Below is the molecule C6H10, with properties calculated with wB97M-V/def2-TZVPD.

```
16
Properties=species:S:1:pos:R:3:forces:R:3
C -1.96102 -0.73383 1.48643 -0.01 -0.03 0.00
C -0.87500 -0.16102 0.62863 0.12 -0.09 -0.19
C 2.15406 1.03764 0.06467 -0.06 0.02 -0.14
C 1.29557 1.05136 -0.95010 0.11 0.02 0.17
C 0.58371 -0.17842 -1.45100 0.05 0.02 -0.05
C -0.60116 -0.58555 -0.60138 -0.05 0.00 0.15
H -2.51460 0.05388 2.00299 -0.02 -0.09 -0.01
H -2.65846 -1.33454 0.89929 0.00 0.05 0.03
H -1.52388 -1.38996 2.24910 -0.09 0.14 -0.01
H -0.25116 0.60683 1.08243 -0.04 -0.12 -0.07
H 2.60438 1.95081 0.44746 -0.03 -0.18 -0.10
H 2.40877 0.10107 0.56056 0.02 0.18 -0.07
H 1.03832 2.00211 -1.41733 0.00 -0.15 0.08
H 1.27769 -1.03195 -1.47726 -0.06 0.16 0.02
H 0.26238 -0.03184 -2.48965 0.00 0.00 0.16
H -1.23961 -1.35658 -1.03484 0.07 0.07 0.02
```
Forces are in eV/Å.

## Properties
- E_LUMO (eV) = 1.2
- frontier orbital gap (Eh) = 0.3820
- relative energy (zero: lowest compared OMol25 entry of this formula, charge and spin) (kJ/mol) = 96.2
- SMILES = C=CC/C=C/C
- HOMO (eV) = -9.15